No. 1
The following is a DFT calculation (ωB97M-V/def2-TZVPD) of a structure of composition C22H14N12O3Sn.

```
52
Properties=species:S:1:pos:R:3:nbo_charge:R:1
C 4.6137 -2.5561 1.5082 -0.097
C -0.9885 0.4671 -3.9695 -0.201
N -3.8418 0.2030 -1.7680 0.011
H 1.3824 -3.2343 0.7715 0.233
H -0.3606 1.8003 -5.5215 0.215
O -0.4832 -1.0732 -1.6268 -0.414
C -3.0567 1.5298 -0.3152 0.438
C -1.7047 3.0719 0.8806 0.454
C 1.7152 2.7337 0.7778 0.094
C -1.6671 -0.7110 -3.6714 -0.093
C 4.1463 1.6244 1.6498 -0.164
N -0.5468 -2.0381 -0.5286 -0.496
C -1.4660 0.1275 -6.2951 -0.203
C 4.5112 -1.1503 1.5610 -0.085
C 3.5115 -3.3165 1.2198 -0.266
N -0.0863 4.3699 1.3187 -0.008
O -1.9933 -3.8023 -0.2020 -0.608
H -2.7590 -2.3877 -4.4178 0.231
N -0.6297 2.3061 0.8382 -0.354
H 6.2354 1.7041 2.1364 0.214
C 2.2842 -2.6782 1.0022 0.085
C -1.7435 -1.1247 -2.2240 0.654
H 6.5785 -0.7391 2.0323 0.217
H 1.7780 2.9314 -0.3090 0.181
N -4.1599 1.2323 -1.0297 -0.290
N 0.3396 3.1594 1.1006 0.029
C -1.5868 -2.8349 -0.7829 0.801
H 4.6748 3.6472 2.2840 0.219
C 3.0479 0.8271 1.3162 0.198
H 2.4805 4.6217 1.6297 0.237
H 3.5754 -4.3940 1.1646 0.232
H -3.7210 3.2454 0.5780 0.437
H -1.3851 0.4571 -7.3228 0.216
O -2.2475 -2.3650 -1.9809 -0.513
C -0.8875 0.8853 -5.2847 -0.194
H 5.5721 -3.0215 1.7031 0.220
N -1.3903 4.3417 1.2027 -0.288
C -2.1411 -1.0433 -5.9898 -0.220
N -2.6064 -0.0946 -1.4908 -0.028
H -2.5942 -1.6259 -6.7812 0.218
C 3.8978 3.0437 1.8304 -0.154
H -0.5351 1.0366 -3.1673 0.221
C 3.2359 -0.5915 1.3151 0.192
N -2.0599 0.7043 -0.5895 -0.339
N -2.9519 2.5958 0.5576 -0.586
C 5.6051 -0.3037 1.8476 -0.253
Sn 0.0629 -0.1959 1.0007 1.417
C 2.7296 3.5790 1.4887 -0.224
C -2.2441 -1.4714 -4.6733 -0.132
N 1.8165 1.3127 1.0204 -0.767
N 2.1579 -1.3694 1.0611 -0.549
C 5.4062 1.0465 1.9018 -0.137
```

Its LUMO energy is -0.782 eV. Its HOMO-LUMO gap is 6.91 eV. The relative energy (zero: lowest compared OMol25 entry of this formula, charge and spin) is 9.1 kcal/mol. For the calculated total energy, the calculation gives -52893.669 eV. Its charge is 0.

No. 2
The following is a DFT calculation (ωB97M-V/def2-TZVPD) of an isolated molecule of C22H15BrO7 in a non-equilibrium geometry.

```
45
Properties=species:S:1:pos:R:3:nbo_charge:R:1
C 5.7953 -0.7378 2.3049 -0.257
C 0.4263 -0.1061 2.3219 0.285
H 0.0208 -0.3873 3.2846 0.224
C -2.6535 0.9292 0.3696 0.068
C 4.6456 0.5570 0.1481 -0.153
C 4.4299 -0.6126 2.2325 -0.165
O -3.8774 0.2021 0.2609 -0.458
C -3.6661 -1.0938 0.0215 0.767
C -0.3747 0.2809 1.3009 -0.282
H 6.6178 0.8576 -0.5734 0.225
H 8.7533 1.1868 0.3841 0.179
C 6.6139 -0.2167 1.2964 0.331
C 2.3729 0.1481 1.0891 0.352
H 4.2174 1.0800 -0.6916 0.217
H -2.0919 2.9627 0.8386 0.221
C -4.8945 -1.8516 -0.1591 0.132
O -2.3614 -0.0821 2.5121 -0.540
O -6.0975 -1.2458 -0.0795 -0.359
Br 0.1993 1.2553 -2.7540 0.060
H -3.5323 2.3706 1.6984 0.235
O -2.5513 -1.5737 -0.0330 -0.598
C -7.0217 -2.1802 -0.2915 0.131
H 8.6428 -0.3672 -0.4928 0.180
C 6.0183 0.4363 0.2174 -0.310
C -0.5542 0.9280 -1.0443 -0.280
H 9.8239 -0.1659 0.8243 0.205
O 1.7486 -0.1698 2.2659 -0.432
O -2.6826 1.0081 -2.0155 -0.539
C 8.8259 0.0992 0.4798 -0.255
C 1.6550 0.5162 -0.0035 -0.322
C -5.0591 -3.1920 -0.4256 -0.220
H -3.6396 2.7942 -0.0209 0.241
H -4.2739 -3.9099 -0.5415 0.243
C -1.8299 0.3029 1.4959 0.597
H -6.9518 -4.3249 -0.7080 0.233
H 2.1555 0.7306 -0.9321 0.244
C -3.0002 2.3706 0.7500 -0.609
C 0.2284 0.6087 0.0272 0.119
H -8.0491 -1.8723 -0.2647 0.206
O 7.9423 -0.3925 1.4621 -0.481
C -6.4476 -3.4015 -0.5111 -0.325
H 3.8146 -1.0260 3.0158 0.227
C 3.8229 0.0340 1.1473 -0.083
C -1.9901 0.9424 -1.0228 0.516
H 6.2655 -1.2395 3.1354 0.229
```

Its LUMO energy is -0.547 eV. Its HOMO-LUMO gap is 7.45 eV. For the calculated total energy, the calculation gives -107430.992 eV. The SMILES is COc1ccc(C2=CC3=C(Br)C(=O)[C@@](C)(OC(=O)c4ccco4)C(=O)C3=CO2)cc1. Its charge is 0.

No. 3
The following is a DFT calculation (ωB97M-V/def2-TZVPD) of an isolated molecule of C22H15Cl5N4O in a non-equilibrium geometry.

```
47
Properties=species:S:1:pos:R:3:nbo_charge:R:1
H -0.8794 3.8537 1.3380 0.242
N -0.2476 -0.9330 0.6799 -0.226
C -0.1528 4.0317 2.1220 -0.202
C -1.3572 0.0554 -1.0758 -0.071
N -0.9059 1.2323 2.5658 -0.598
H 1.6575 -2.0141 -2.9172 0.231
C 2.4510 -4.2691 0.0161 -0.256
Cl -1.8561 -3.8918 -1.4963 0.042
H 0.9187 5.5104 0.9440 0.235
C -0.1929 3.3147 3.3357 -0.008
Cl 2.5613 -6.9397 -0.4313 0.011
C -2.1561 1.1027 -1.8208 -0.631
H -2.5008 -0.9781 -3.7696 0.233
Cl 2.8531 5.0086 5.3660 0.044
Cl 2.7889 -1.6344 0.5753 0.026
H -2.2441 2.6547 3.4226 0.248
C 0.4963 -5.2205 -1.0046 -0.261
H -1.4478 -1.8222 -6.0624 0.235
H -1.2285 1.8573 4.5475 0.209
H 1.1912 -2.5079 -5.4311 0.222
C -0.6531 -0.9891 -1.5925 0.332
C 1.8344 -3.0331 0.0237 -0.010
C -0.1669 -3.9993 -0.9906 -0.016
C -0.9223 -1.7670 -5.0700 -0.293
C -1.0675 0.0293 0.3778 0.068
C 0.8407 4.9888 1.8948 -0.207
H -0.0050 -6.0875 -1.4379 0.251
C 0.5302 -2.8799 -0.4786 0.151
C -1.5252 1.0658 1.3587 0.643
H -3.1775 1.0695 -1.4798 0.238
O -2.3995 1.8772 1.0412 -0.635
N -0.0791 -1.6122 -0.4988 -0.230
N -0.4568 -1.2816 -2.9359 -0.384
C -1.2186 2.2610 3.5274 -0.252
C 1.7623 5.2826 2.9257 -0.048
H -0.1565 0.5734 2.7864 0.410
C 0.4880 -2.1040 -4.7610 -0.271
H 3.4552 -4.3525 0.4279 0.253
H 0.6293 3.0693 5.2505 0.224
Cl 2.8769 6.6194 2.6374 0.005
C 0.7147 -1.8050 -3.4782 -0.070
C -1.4400 -1.2908 -3.9094 -0.051
H -2.1357 1.0076 -2.8948 0.216
C 0.7451 3.6298 4.3332 -0.225
C 1.7674 -5.3581 -0.5009 0.018
C 1.7251 4.6095 4.1439 -0.075
H -1.7143 2.0665 -1.6041 0.231
```

Its LUMO energy is 0.131 eV. Its HOMO-LUMO gap is 8.94 eV. The relative energy (zero: lowest compared OMol25 entry of this formula, charge and spin) is 0.0 kcal/mol. For the calculated total energy, the calculation gives -93677.286 eV. The SMILES is Cc1c(C(=O)NCc2ccc(Cl)c(Cl)c2)nn(-c2c(Cl)cc(Cl)cc2Cl)c1-n1cccc1. Its charge is 0.

No. 4
The following is a DFT calculation (ωB97M-V/def2-TZVPD) of a structure of composition C22H15ClIN3O4SSm in a non-equilibrium geometry.

```
48
Properties=species:S:1:pos:R:3:mulliken_spin:R:1
C -1.5744 -0.6684 5.0620 0.000
H -2.6747 -0.7247 5.0375 0.000
C 3.0311 -2.1424 0.7604 0.001
H -0.8399 3.9543 -6.3363 0.000
C 0.7898 -1.3030 1.5548 -0.001
C -0.9177 1.3339 -4.1492 -0.005
C 1.2242 -0.5070 5.1571 0.000
C 2.0862 -1.9707 -1.8115 -0.005
C -0.9237 -0.4161 6.2608 0.000
H 2.3435 -1.0411 2.8862 0.000
C 3.8638 -2.5320 -0.2841 0.000
C -0.8987 2.0438 -5.3114 0.002
C 1.7324 -1.6891 0.4737 0.000
O -1.2581 -3.3325 -2.1361 -0.002
H 1.0061 -0.0942 7.2744 0.000
C -0.8615 4.2852 -1.7276 0.002
C 0.5671 -0.7882 3.9463 0.000
C 3.3777 -2.4399 -1.5897 0.000
H 2.3186 -0.4959 5.1551 0.000
H 4.8802 -2.8767 -0.0930 0.000
C -1.0384 1.5118 -1.6479 -0.081
I -0.8808 -0.7851 -4.2938 -0.009
H -0.9279 4.2009 0.4261 0.000
C -0.8481 3.4725 -5.3505 0.000
N 1.3277 -1.0834 2.7884 0.000
C -0.8168 4.2049 -4.1831 0.000
H 3.9904 -2.7288 -2.4483 0.000
O -3.5045 -4.3493 -1.7741 0.002
O -2.3611 -3.0641 0.1096 -0.001
C -1.0436 2.2439 -0.4791 0.011
H -0.9088 1.5128 -6.2615 0.000
Cl -2.6695 -3.2232 -1.3725 -0.001
C -0.9328 3.6348 -0.5192 -0.003
H -0.7633 5.3075 -4.1934 0.000
H 3.3727 -2.2904 1.7990 0.000
O -3.3471 -1.7752 -1.8499 -0.004
H -0.8142 5.3809 -1.7784 0.000
S -1.7105 -1.0676 2.4217 -0.001
Sm -1.1137 -0.9634 -1.1569 5.108
N -0.4634 -1.1390 1.2353 -0.009
C 0.4924 -0.3146 6.3185 0.000
C -0.8401 -0.8125 3.8805 0.000
H -1.5117 -0.2870 7.1855 0.000
C -0.8611 3.5418 -2.9398 -0.005
H 1.6783 -1.9543 -2.8126 -0.001
C -0.9149 2.0812 -2.9173 0.009
N 1.2640 -1.5813 -0.8115 -0.007
H -1.1254 1.7312 0.4958 -0.002
```

As for the spin multiplicity: 6. Its LUMO energy (alpha / beta) is -4.226 / -4.196 eV. Its HOMO-LUMO gap (alpha / beta) is 6.31 / 6.36 eV. The relative energy (zero: lowest compared OMol25 entry of this formula, charge and spin) is 0.0 kcal/mol. For the calculated total energy, the calculation gives -85066.624 eV. Its charge is +1.

No. 5
The following is a DFT calculation (ωB97M-V/def2-TZVPD) of an isolated molecule of C22H15ClN4 in a non-equilibrium geometry.

```
42
Properties=species:S:1:pos:R:3:nbo_charge:R:1
C -4.3971 -1.7182 -0.4834 -0.055
H -1.6558 0.3122 -1.8591 0.223
C 3.5788 -1.5662 0.1866 0.089
C -1.4484 4.1110 0.9865 -0.219
H -2.6614 -1.6101 -1.7203 0.220
H 4.9885 -2.7637 1.2547 0.227
C -0.9100 1.7747 0.8608 -0.251
H -1.6364 4.9975 1.5733 0.215
C -0.9571 1.8250 -0.5237 0.052
H -4.4287 -1.7574 2.8826 0.223
H -0.0001 0.8744 -2.1841 0.245
H -1.7245 5.1000 -0.8930 0.215
C 3.4114 -0.5256 -0.7835 0.176
C -2.1706 -1.5094 0.3766 -0.105
C 5.8009 -0.3760 -1.0253 -0.208
N 2.1877 -0.0778 -1.1534 -0.422
Cl -5.4688 -1.8228 -1.8361 0.013
H 6.9674 -1.7158 0.1868 0.215
C -4.9100 -1.7635 0.8033 -0.215
C -1.4979 4.1681 -0.3968 -0.201
H -1.2886 3.0794 -2.2249 0.208
H -0.6788 0.8504 1.3697 0.212
C 4.8863 -1.9794 0.5213 -0.190
N 2.5382 -2.1721 0.7960 -0.354
C 4.5520 0.0523 -1.3752 -0.210
N 0.1239 -2.1184 0.8589 -0.459
H -5.9733 -1.8563 0.9573 0.231
C -1.2529 3.0329 -1.1458 -0.226
C -0.7121 0.6118 -1.3950 -0.257
C -0.7275 -1.3864 0.1935 0.422
H 4.4003 0.8340 -2.1034 0.222
H -1.1106 2.8594 2.6889 0.214
C -3.0370 -1.5949 -0.7089 -0.161
H 6.6732 0.0690 -1.4811 0.215
C 1.2067 -0.6849 -0.5430 0.301
C -4.0384 -1.7051 1.8779 -0.191
H -1.9913 -1.5493 2.5030 0.235
N -0.1379 -0.5003 -0.6858 -0.378
C -2.6774 -1.5838 1.6720 -0.163
C 5.9688 -1.3963 -0.0722 -0.212
C 1.3623 -1.7316 0.4329 0.289
C -1.1537 2.9132 1.6113 -0.184
```

Its LUMO energy is -0.512 eV. Its HOMO-LUMO gap is 8.09 eV. For the calculated total energy, the calculation gives -41541.556 eV. The SMILES is Clc1cccc(-c2nc3nc4ccccc4nc3n2Cc2ccccc2)c1. Its charge is 0.

No. 6
The following is a DFT calculation (ωB97M-V/def2-TZVPD) of a structure of composition C22H15F3IN4O2Sn.

```
48
Properties=species:S:1:pos:R:3:nbo_charge:R:1
C -1.1327 -0.1589 4.2198 -0.060
C -1.8260 -3.6617 1.5834 -0.181
C -1.1168 -1.3086 2.1354 0.294
H -1.2273 -2.8218 -2.0834 0.237
H 4.9506 -0.9900 0.1645 0.279
O 0.5506 -1.2162 -2.4357 -0.616
C -1.3553 -2.4304 1.1887 0.141
N -1.1450 -2.1489 -0.1228 -0.578
O -1.0083 0.2976 -2.3224 -0.722
C 2.8680 -0.5530 -0.0384 0.096
C -0.9487 4.1960 -0.5593 -0.202
N -0.7738 -0.1581 1.5432 -0.619
C -0.7115 1.0142 2.1907 0.213
H -1.2565 -0.1635 5.2953 0.277
C 2.3036 1.4444 -1.0932 0.056
C -0.6434 2.1931 1.2884 0.157
C -1.9117 -4.3239 -0.7180 -0.201
H 5.6506 1.1105 -0.9610 0.277
H -0.9812 5.5431 1.1149 0.275
C -0.7465 3.4966 1.7264 -0.174
H -2.1287 -5.0367 -1.5011 0.282
H 3.8821 2.6837 -1.7943 0.277
H -1.0999 4.9533 -1.3158 0.280
C -2.1064 -4.6263 0.6172 -0.062
C -0.8671 1.0392 3.5641 -0.182
H -0.8159 1.9641 4.1197 0.267
F 0.0253 -1.5588 -5.0922 -0.266
H -2.4806 -5.5976 0.9141 0.276
H -1.9953 -3.8779 2.6283 0.261
F 0.4974 0.5576 -4.9310 -0.284
H -0.8565 2.5721 -1.9738 0.250
H -1.5779 -2.2505 4.0163 0.266
Sn -0.1675 -0.2195 -0.4983 2.269
C -0.8126 2.8722 -0.9351 0.082
C 4.5997 0.8895 -0.8234 -0.049
C -1.2994 -1.3413 3.5043 -0.204
N -0.6373 1.8962 -0.0301 -0.582
C -1.4177 -3.0761 -1.0531 0.114
F -1.5717 -0.1035 -4.9427 -0.267
H -0.7493 3.7270 2.7820 0.260
C 3.6241 1.7658 -1.2852 -0.200
C -0.3470 -0.4097 -4.5704 0.927
N 1.9197 0.3044 -0.4692 -0.647
C 4.2147 -0.2838 -0.1933 -0.246
C -0.2627 -0.4875 -3.0235 0.717
C -0.8892 4.5153 0.7882 -0.069
I 2.2620 -2.3286 0.8272 0.355
H 1.5193 2.0969 -1.4458 0.225
```

Its LUMO energy is -10.602 eV. Its HOMO-LUMO gap is 7.92 eV. For the calculated total energy, the calculation gives -55173.088 eV. Its charge is +3.

Copy entry 1 word for word.
The following is a DFT calculation (ωB97M-V/def2-TZVPD) of a structure of composition C22H14N12O3Sn.

```
52
Properties=species:S:1:pos:R:3:nbo_charge:R:1
C 4.6137 -2.5561 1.5082 -0.097
C -0.9885 0.4671 -3.9695 -0.201
N -3.8418 0.2030 -1.7680 0.011
H 1.3824 -3.2343 0.7715 0.233
H -0.3606 1.8003 -5.5215 0.215
O -0.4832 -1.0732 -1.6268 -0.414
C -3.0567 1.5298 -0.3152 0.438
C -1.7047 3.0719 0.8806 0.454
C 1.7152 2.7337 0.7778 0.094
C -1.6671 -0.7110 -3.6714 -0.093
C 4.1463 1.6244 1.6498 -0.164
N -0.5468 -2.0381 -0.5286 -0.496
C -1.4660 0.1275 -6.2951 -0.203
C 4.5112 -1.1503 1.5610 -0.085
C 3.5115 -3.3165 1.2198 -0.266
N -0.0863 4.3699 1.3187 -0.008
O -1.9933 -3.8023 -0.2020 -0.608
H -2.7590 -2.3877 -4.4178 0.231
N -0.6297 2.3061 0.8382 -0.354
H 6.2354 1.7041 2.1364 0.214
C 2.2842 -2.6782 1.0022 0.085
C -1.7435 -1.1247 -2.2240 0.654
H 6.5785 -0.7391 2.0323 0.217
H 1.7780 2.9314 -0.3090 0.181
N -4.1599 1.2323 -1.0297 -0.290
N 0.3396 3.1594 1.1006 0.029
C -1.5868 -2.8349 -0.7829 0.801
H 4.6748 3.6472 2.2840 0.219
C 3.0479 0.8271 1.3162 0.198
H 2.4805 4.6217 1.6297 0.237
H 3.5754 -4.3940 1.1646 0.232
H -3.7210 3.2454 0.5780 0.437
H -1.3851 0.4571 -7.3228 0.216
O -2.2475 -2.3650 -1.9809 -0.513
C -0.8875 0.8853 -5.2847 -0.194
H 5.5721 -3.0215 1.7031 0.220
N -1.3903 4.3417 1.2027 -0.288
C -2.1411 -1.0433 -5.9898 -0.220
N -2.6064 -0.0946 -1.4908 -0.028
H -2.5942 -1.6259 -6.7812 0.218
C 3.8978 3.0437 1.8304 -0.154
H -0.5351 1.0366 -3.1673 0.221
C 3.2359 -0.5915 1.3151 0.192
N -2.0599 0.7043 -0.5895 -0.339
N -2.9519 2.5958 0.5576 -0.586
C 5.6051 -0.3037 1.8476 -0.253
Sn 0.0629 -0.1959 1.0007 1.417
C 2.7296 3.5790 1.4887 -0.224
C -2.2441 -1.4714 -4.6733 -0.132
N 1.8165 1.3127 1.0204 -0.767
N 2.1579 -1.3694 1.0611 -0.549
C 5.4062 1.0465 1.9018 -0.137
```

Its LUMO energy is -0.782 eV. Its HOMO-LUMO gap is 6.91 eV. The relative energy (zero: lowest compared OMol25 entry of this formula, charge and spin) is 9.1 kcal/mol. For the calculated total energy, the calculation gives -52893.669 eV. Its charge is 0.

- Among the records above, which one has the highest calculated total energy?
  C22H15ClN4

- Which of these has the highest charge?
  C22H15F3IN4O2Sn

- Which value of charge does entry 2 give?
  0